DFT (ωB97M-V/def2-TZVPD) results for 7 unconnected molecules or ions with the total composition C14H26B2Br4F8NO2 in a non-equilibrium geometry.

The geometry in XYZ format:
```
57
C14H26B2Br4F8NO2 | OMol25 | ωB97M-V/def2-TZVPD
Br -2.63615 5.58400 -3.93944
Br 4.04831 3.78750 -3.20788
Br 4.54270 8.45171 -2.34895
Br -5.99602 6.27416 -0.67305
F -1.24337 -7.39927 0.72904
F -2.41192 -0.41890 -5.51350
F -4.01595 -1.84702 -6.04803
F -1.36333 -6.32183 2.78165
F -4.39953 0.34736 -6.44862
F -4.39511 -0.40130 -4.34489
F -1.25074 -8.58124 2.65511
F -3.11950 -7.51995 2.03981
O -2.25159 -1.07588 1.05341
O 2.36430 -3.45685 -1.56370
N -0.38086 -1.78917 6.25487
C 4.48674 -3.63776 -0.80196
C -4.68747 6.66839 -2.11784
C -1.61098 -1.05622 7.83344
C 3.32145 -2.81432 -2.46453
C -1.99897 0.26627 0.89293
C 4.13337 6.73903 -3.34268
C -0.59754 0.62063 0.39446
C 4.16246 5.62289 -2.30307
C -0.93631 -0.67583 6.74281
C 3.11355 -4.29950 -0.68758
C -1.39216 -2.39332 8.08085
C -0.49384 -2.80553 7.14000
C 4.41512 -2.38771 -1.58855
C -4.10256 5.37719 -2.65500
B -1.75302 -7.41827 1.99291
B -3.81953 -0.54451 -5.57007
H 5.26875 -4.25929 -1.23815
H 4.94097 6.45671 -4.01807
H 0.16206 0.19757 1.05184
H 0.04141 -3.69632 6.84607
H -4.82670 4.67325 -3.06512
H 4.05546 -1.54485 -0.99836
H 2.92754 -1.95659 -3.00970
H -0.57262 1.70918 0.44498
H -2.28016 0.75681 1.82480
H 3.46673 5.67604 -1.46568
H -5.35878 7.11751 -2.84979
H 2.72983 -4.17231 0.32468
H -1.81921 -2.95463 8.89875
H 3.60730 -3.56347 -3.20289
H 5.10430 5.74843 -1.76894
H -2.74990 0.46455 0.12814
H 3.19581 6.88487 -3.87918
H -2.16213 -0.49725 8.57516
H 4.80649 -3.34603 0.19840
H 5.40080 -2.23543 -2.02825
H 3.08632 -5.35799 -0.94631
H 0.18904 -1.80333 5.42115
H -3.69841 4.71549 -1.88890
H -0.47449 0.56583 -0.68718
H -0.87599 0.20185 6.11638
H -3.89600 7.32460 -1.75581
```

Total charge   -3
Calculated total energy   -11899.2661 Eh
Gap between HOMO and LUMO   1.484 eV
Relative energy (zero: lowest compared OMol25 entry of this formula, charge and spin)   16.9 kcal/mol
LUMO energy   3.6 eV

Atomic partial charges in e from the Löwdin method, atoms 1 to 6: 0.5899, 0.5505, 0.5307, 0.5615, 0.1295, 0.0587